The following is a DFT calculation (ωB97M-V/def2-TZVPD) of a molecular structure, C32H37BF6N10O4S3Sn.

Geometry (Å):
1 Sn -0.978167 -2.387430 0.446816
2 C 4.692229 2.896312 -0.493899
3 C 3.751301 1.796356 -1.004041
4 C 3.652992 1.807878 -2.531511
5 C 2.414173 1.938422 -0.346107
6 C 1.672340 3.251348 -0.410922
7 C 0.227890 3.077121 -0.751572
8 N 0.846552 0.870552 1.018640
9 N 1.938432 0.957230 0.311435
10 B -1.607304 1.005619 1.398922
11 N -2.738411 0.467898 0.535976
12 C -3.979151 0.993586 0.460884
13 C -4.761851 0.163788 -0.296609
14 C -3.921743 -0.897095 -0.668837
15 N -2.705231 -0.720254 -0.141839
16 C -4.286081 -2.016145 -1.602074
17 C -3.491503 -3.300081 -1.397645
18 C -4.148192 -1.532391 -3.051715
19 N -1.350455 0.181469 2.624573
20 C -1.514168 0.547193 3.907396
21 C -1.408883 -0.567236 4.695797
22 C -1.167718 -1.627980 3.811220
23 N -1.130720 -1.165107 2.553574
24 C -0.994040 -3.059121 4.221567
25 C -0.938928 -4.029464 3.053727
26 C 0.250393 -3.200112 5.106808
27 H 5.695714 2.698673 -0.867202
28 H 4.742473 2.921470 0.594964
29 H 4.400965 3.884837 -0.857038
30 H 4.133638 0.823809 -0.691639
31 H 3.301167 2.769576 -2.914750
32 H 3.005668 1.011999 -2.895219
33 H 4.648930 1.637673 -2.937791
34 H 2.156730 3.953594 -1.093336
35 H -1.507197 1.850788 -0.914061
36 H -1.827563 2.161657 1.657611
37 H -4.213776 1.921135 0.957211
38 H -5.796076 0.298046 -0.561900
39 H -5.340992 -2.233107 -1.417042
40 H -2.447574 -3.170628 -1.705736
41 H -3.894019 -4.095769 -2.023168
42 H -3.527782 -3.650739 -0.362543
43 H -3.103451 -1.297340 -3.272228
44 H -4.746320 -0.639841 -3.233712
45 H -4.477371 -2.308000 -3.742269
46 H -1.717540 1.573812 4.163767
47 H -1.506205 -0.624682 5.765493
48 H -1.865951 -3.304605 4.835309
49 H -0.017229 -3.896070 2.476770
50 H -1.814456 -3.933151 2.400083
51 H -0.928295 -5.060487 3.402586
52 H 1.150890 -2.982462 4.534077
53 H 0.324339 -4.216960 5.490297
54 H 0.213620 -2.521023 5.957735
55 N -0.483548 4.149618 -0.899868
56 C -0.060314 5.446823 -0.500919
57 C -0.675292 6.576064 -1.031084
58 C -0.389275 7.810110 -0.484485
59 C 0.482032 7.907774 0.599402
60 C 1.099330 6.784144 1.121884
61 C 0.845236 5.536195 0.562771
62 S 1.591625 4.087493 1.215230
63 N -0.270140 1.070860 0.490360
64 C -0.424821 1.719654 -0.830226
65 C 0.001234 0.855532 -2.007977
66 C 0.319123 1.439897 -3.219201
67 C 0.517883 0.610174 -4.316699
68 C 0.378873 -0.752872 -4.145145
69 C 0.069326 -1.241887 -2.881519
70 N -0.111239 -0.457454 -1.818377
71 H -1.463241 4.051762 -1.153596
72 H -1.358750 6.481919 -1.865976
73 H -0.844874 8.699407 -0.895879
74 H 0.690310 8.875670 1.033878
75 H 1.789512 6.873452 1.949891
76 H 0.398849 2.515866 -3.324192
77 H 0.770675 1.027056 -5.282338
78 H 0.506473 -1.438667 -4.970389
79 H -0.031654 -2.306740 -2.716749
80 F 4.694925 -3.537458 1.740378
81 C 3.547683 -2.908168 1.897663
82 F 2.883343 -3.425669 2.921961
83 F 3.780533 -1.614751 2.140941
84 S 2.535137 -3.007156 0.358925
85 O 1.343488 -2.191998 0.695518
86 O 3.324373 -2.464479 -0.699400
87 N 2.243101 -4.542411 0.349484
88 S 1.023463 -5.045364 -0.529270
89 O -0.048241 -5.561482 0.277151
90 O 0.643613 -4.070699 -1.534346
91 C 1.716705 -6.490747 -1.443669
92 F 2.091960 -7.429239 -0.593175
93 F 0.755855 -6.951323 -2.232695
94 F 2.750592 -6.105421 -2.175057

Forces on the atoms, in the same order (eV/Å):
Sn 0.222 0.235 0.196
C 0.007 -0.044 0.015
C 0.092 -0.014 -0.022
C 0.007 -0.002 0.052
C -0.057 0.122 0.124
C -0.004 0.007 0.166
C 0.010 0.076 -0.031
N -0.359 0.116 0.191
N 0.318 -0.381 -0.292
B -0.085 0.011 0.081
N -0.090 -0.069 -0.060
C 0.038 0.085 -0.085
C -0.015 0.058 -0.082
C 0.064 -0.119 0.023
N 0.036 0.218 0.199
C 0.005 -0.027 -0.017
C 0.014 0.051 -0.007
C -0.019 0.028 0.029
N 0.180 -0.057 -0.214
C -0.032 -0.009 0.072
C 0.031 0.075 0.003
C -0.032 0.020 -0.062
N -0.088 -0.287 -0.207
C 0.067 -0.035 0.005
C 0.048 0.079 0.012
C -0.027 -0.015 0.006
H 0.001 0.015 -0.014
H 0.003 -0.007 0.004
H -0.004 0.015 0.003
H -0.044 -0.017 0.030
H -0.025 -0.001 -0.014
H 0.009 -0.003 -0.002
H 0.006 0.045 -0.024
H -0.015 -0.096 -0.137
H 0.016 0.076 -0.016
H -0.052 -0.033 0.099
H 0.005 0.007 0.021
H -0.017 -0.014 0.006
H 0.002 -0.007 0.004
H -0.037 -0.044 -0.020
H -0.016 -0.004 0.005
H 0.000 -0.013 -0.015
H 0.008 0.000 -0.010
H -0.002 0.004 -0.004
H 0.009 -0.008 -0.007
H 0.013 0.010 -0.016
H 0.020 0.000 0.013
H -0.026 0.020 -0.036
H 0.027 -0.038 -0.015
H -0.057 -0.094 0.060
H 0.011 -0.026 -0.028
H 0.017 0.017 0.006
H 0.008 -0.014 -0.010
H -0.006 -0.011 0.001
N 0.028 -0.102 0.035
C 0.002 0.017 0.063
C 0.019 -0.065 -0.044
C 0.048 0.022 0.035
C -0.047 0.009 -0.039
C -0.001 -0.028 -0.036
C -0.020 0.092 0.005
S 0.050 -0.042 0.014
N 0.029 0.008 0.038
C -0.030 -0.076 -0.185
C -0.038 -0.031 -0.006
C -0.047 -0.020 -0.002
C 0.009 -0.015 0.010
C -0.003 0.024 -0.021
C 0.069 -0.079 0.040
N 0.039 -0.043 0.026
H -0.006 -0.009 0.039
H -0.025 0.010 0.007
H -0.015 -0.001 0.006
H 0.011 0.008 -0.005
H 0.013 -0.002 -0.004
H -0.008 0.008 -0.003
H -0.010 0.001 -0.002
H 0.016 -0.014 0.010
H 0.083 -0.046 0.019
F -0.074 -0.014 -0.045
C 0.073 0.124 0.013
F -0.015 -0.009 0.016
F -0.031 -0.057 -0.033
S 0.290 -0.104 -0.122
O -0.325 0.187 0.257
O 0.006 0.051 0.020
N -0.083 0.229 -0.122
S -0.369 -0.186 0.080
O 0.124 0.083 0.024
O -0.046 0.101 -0.109
C 0.119 0.014 0.043
F -0.016 0.032 0.018
F -0.002 -0.007 -0.007
F 0.001 0.033 -0.013

Energy above the lowest of the compared OMol25 structures with the same formula, charge and spin: 36.8 kcal/mol
Frontier orbital gap: 0.2426 Eh
Charge: +2
Highest occupied orbital energy: -14.1 eV
E_tot: -112179.7875 eV
Maximum force: 0.58 eV/Å
Spin multiplicity: 1

These are the Löwdin partial charges, in e, on atoms 1 to 8: 1.55, -0.03, -0.34, -0.03, -0.23, -0.39, -0.14, 0.17

---

The following is a DFT calculation (ωB97M-V/def2-TZVPD) of 3 unconnected molecules or ions with the total composition C9H21N3O3.

Geometry (Å):
1 C 2.286924 -1.944373 -0.121276
2 O 1.938562 -2.494389 0.987161
3 N 1.857662 -2.429516 -1.283059
4 C 2.005168 -1.779691 -2.543046
5 C 0.937825 -3.572230 -1.305849
6 H 3.005733 -1.134580 -0.320618
7 H 2.113470 -2.521905 -3.333922
8 H 2.656301 -0.907176 -2.596508
9 H 1.106608 -1.234317 -2.831581
10 H 0.932675 -3.982146 -0.295877
11 H 0.019552 -3.282910 -1.816906
12 H 1.344201 -4.384916 -1.907929
13 C -1.193612 -1.237755 -1.382971
14 O -0.959992 -1.044197 -2.614555
15 N -0.459740 -0.673164 -0.409314
16 C 0.300174 0.500269 -0.667538
17 C -0.812262 -1.016155 1.022116
18 H -2.017718 -1.881058 -1.037710
19 H 0.120359 1.125670 0.206899
20 H -0.098573 0.922565 -1.589908
21 H 1.368017 0.424639 -0.872741
22 H -1.373731 -1.949252 1.069007
23 H 0.117456 -1.311134 1.508655
24 H -1.404686 -0.236185 1.500428
25 C -0.910333 4.459280 1.753550
26 O -0.804577 5.150831 2.784647
27 N -0.958101 3.122415 1.675867
28 C -1.476120 2.399490 0.464774
29 C -0.956102 2.376094 2.902188
30 H -0.935126 5.016981 0.804581
31 H -2.565160 2.442381 0.448987
32 H -1.112269 1.372012 0.465035
33 H -1.264389 3.075150 -0.363924
34 H -0.268344 1.539438 2.779339
35 H -0.572223 2.986879 3.719295
36 H -1.967630 2.102956 3.202705

Forces on the atoms, in the same order (eV/Å):
C -0.941 -2.544 2.298
O 1.545 2.399 -2.747
N -0.538 -0.697 -0.128
C -0.763 1.124 -1.229
C 0.945 -0.184 -0.087
H -0.076 0.148 0.869
H 0.726 0.145 0.008
H 1.096 -0.688 0.375
H -0.615 -0.479 0.217
H -0.839 0.348 -0.070
H -0.234 -0.119 0.636
H 0.370 0.124 -0.311
C 0.790 0.692 -3.194
O -1.094 -0.378 3.025
N -1.591 -1.540 1.617
C 0.886 0.434 -0.476
C 0.726 -0.517 -1.135
H 0.247 -0.021 -0.049
H 1.824 -0.215 -0.931
H -0.160 0.470 0.193
H 0.137 -0.663 0.347
H -0.262 0.129 -0.436
H -0.021 0.640 0.334
H 0.308 -0.005 0.112
C 0.235 2.386 1.226
O -0.119 -1.646 -1.401
N -0.471 -0.819 -0.667
C -1.091 2.357 1.475
C 0.359 0.066 0.621
H -0.116 -0.496 -0.317
H -0.321 -0.430 0.494
H -1.370 1.394 -0.037
H 0.768 -0.756 -0.469
H -0.364 -0.343 0.187
H 0.064 0.148 -0.236
H -0.039 -0.461 -0.114

Energy above the lowest of the compared OMol25 structures with the same formula, charge and spin: 76.6 kcal/mol
Frontier orbital gap: 0.3590 Eh
Charge: 0
SMILES: CN(C)C=O.CN(C)C=O.CN(C)C=O
Highest occupied orbital energy: -9.2 eV
E_tot: -20284.2139 eV
Maximum force: 3.96 eV/Å
Spin multiplicity: 1

These are the natural (NBO) partial charges, in e, on atoms 1 to 8: 0.52, -0.69, -0.41, -0.45, -0.44, 0.14, 0.21, 0.21